Record 1
This record from the OMol25 dataset describes an isolated ion of composition C7H13N2O2 and charge +1. The level of theory is wB97M-V/def2-TZVPD.

```
24
Properties=species:S:1:pos:R:3:mulliken_charge:R:1
H -0.71556 3.38557 -0.30700 0.52
H 1.64225 0.42956 1.42801 0.42
H 2.63795 0.12541 -1.30605 0.30
H -2.02824 -2.24897 0.68107 0.33
C -1.89860 -1.21773 0.94018 -1.06
C 0.32818 -0.81520 -1.29906 -0.90
O -2.86562 0.09809 -0.83070 -0.45
H -1.94099 2.32653 -0.81562 0.41
H -2.95291 -1.19894 1.44667 0.37
C -1.95013 -0.27066 -0.16593 0.42
C -1.17917 2.52171 -0.10327 -1.38
H 2.93398 1.21929 0.91179 0.34
H -0.34241 -1.46036 -1.68117 0.60
O 1.00951 1.72004 -0.04182 -0.34
N 2.38700 -0.23281 -0.39998 -0.29
N -0.53094 0.14367 -0.43912 0.26
C -0.24816 1.40869 -0.22326 0.89
H 1.84062 -2.13509 -0.99234 0.37
H 0.99585 -1.71786 0.44944 0.41
H -1.36097 2.80512 1.00634 0.31
C 1.46851 -1.33471 -0.41005 -0.64
H 0.68880 -0.27241 -2.19803 0.37
C 1.98234 0.78756 0.54838 -0.57
H -1.11067 -0.97033 1.70988 0.31
```

Results
charge = +1
DFT total energy = -14535.865 eV
2S+1 = 1
HOMO-LUMO gap = 9.5227 eV
SMILES = CC(=O)[N+]1=C(C)OCNCC1

Record 2
This record from the OMol25 dataset describes C57H48As2BiN4O8S as an isolated structure. The level of theory is wB97M-V/def2-TZVPD.

```
121
Properties=species:S:1:pos:R:3:mulliken_charge:R:1
H 4.63452 2.84726 -1.17065 0.40
O 0.66479 -0.68052 3.79887 -0.41
C 0.12146 2.83763 -1.94034 0.67
C -2.27890 3.42161 3.73537 -0.17
H 0.93507 1.04476 -5.45402 0.32
H 2.34148 -2.75547 -1.68011 0.64
C 0.37576 1.95359 5.02919 0.72
O -0.86913 -6.78003 -4.83073 -0.42
C 2.45350 4.34767 2.55365 0.09
C 3.55726 -1.72025 -0.23990 0.76
H -3.67513 -4.08643 -2.64098 0.45
C 4.07640 -2.54131 1.97278 -0.52
As 0.50392 -1.57877 2.21835 1.00
O 1.36182 -0.43388 1.29650 0.55
C -1.01830 4.71826 2.17329 0.13
C 0.33086 2.34258 -3.22242 -0.25
N -5.02405 -1.98744 -4.13026 -0.48
H -2.63912 -2.06356 -5.67844 0.72
H -4.20091 -0.17372 3.44021 0.42
C 1.56434 2.43275 5.59874 0.12
C -3.39199 -2.60939 1.23526 -0.62
C 4.32708 -0.57591 0.03568 -0.36
S -1.00483 -3.28324 0.03062 0.82
H -2.21270 -5.84648 -7.01280 0.37
H -0.91129 0.42514 7.76361 0.41
O 0.17738 -2.33484 -0.13682 -0.66
C -2.09129 5.58408 2.02346 -0.91
C -0.32831 -7.20724 -6.05739 -0.89
H -3.94801 0.27445 -0.39865 0.52
C 1.84574 3.46054 3.42906 0.03
H 2.87485 -3.59243 0.55821 0.12
C 1.01858 1.36239 7.68083 -0.72
C -3.56289 -4.55594 -5.98753 -0.31
H 5.49190 0.50372 1.47213 0.49
H -3.83317 -3.32869 0.55767 0.46
N -4.99276 -3.04500 -4.79211 -0.67
H 2.07771 2.35590 -5.77271 0.43
C 3.70141 3.14565 -0.69356 -1.74
H 2.65931 0.83585 -5.09838 0.38
C 4.92819 -0.39688 1.26115 -0.74
C 1.22793 3.08419 -1.13333 0.62
H -1.42341 0.83126 5.41989 0.04
C 1.83029 1.54443 -5.08436 -1.84
C -3.58086 -0.84093 2.85358 -0.57
H 2.85881 2.38662 7.31871 0.37
H 1.06832 3.44878 -0.12312 -0.26
C -1.25727 3.09266 -1.39685 -1.61
C 4.02039 4.98367 4.26134 -0.81
H 3.96666 5.85407 2.30555 0.45
H 3.59773 2.61073 0.25293 0.22
C -3.26227 5.37406 2.73634 -0.49
O -1.37914 0.00742 -0.45465 -0.69
C 2.70010 2.34301 -2.86480 -0.43
C -2.20035 -0.70529 2.88244 0.25
C 2.73524 -1.76922 -1.44959 -1.95
H 4.85345 5.58993 4.59410 0.37
C -1.69923 -0.94004 -2.62891 -0.70
H -1.38017 4.14740 -1.14270 0.56
N -0.36750 -0.98384 -2.79385 0.75
H -2.01982 6.42694 1.34643 0.41
H -4.25473 4.13001 4.17254 0.41
C 3.47144 -2.70936 0.74534 -0.61
H 1.28610 1.09121 8.69427 0.37
C 3.44650 4.07221 5.13303 -0.81
C -1.91589 -5.90537 -4.87372 0.98
Bi 0.96377 -0.30981 -0.83449 1.78
C -0.20233 0.96712 7.15076 -1.06
C 5.36430 -1.15549 3.53786 0.03
C 4.78943 -1.37142 2.25311 0.56
C -1.41692 -1.52669 2.09197 -0.49
C -3.99562 -1.41673 -3.36403 0.15
H 0.51557 -7.84678 -5.80983 0.25
C 3.52007 5.12952 2.97547 -0.98
C -2.58916 -1.42658 -3.62257 0.89
H 0.02556 -6.36426 -6.66009 0.34
C 2.52317 2.85518 -1.58406 1.19
H -1.71750 0.04092 3.49577 0.01
H -2.02372 2.81131 -2.11823 0.34
H -5.50634 -0.66918 -2.08260 0.44
H -0.18655 -2.23169 -5.88696 0.52
H -0.10873 4.90011 1.61177 0.28
C 0.15310 -1.49233 -3.89197 -0.66
As 0.33399 2.25138 3.09288 0.84
H -1.41153 2.51099 -0.48582 0.06
H 3.70502 2.15993 -3.23226 0.34
C -3.94664 -3.99222 -4.77557 -0.65
C -2.00615 -1.82481 -4.83792 -0.78
C -2.01970 -2.44443 1.24338 0.40
O -0.56948 -4.54674 0.54444 -0.74
H 3.98131 -3.30259 2.73399 0.38
H -4.04511 -4.22306 -6.89851 0.43
C -3.36966 -4.47720 -3.59965 0.24
H 1.42495 -1.08478 4.23596 0.17
C -4.43587 -0.72550 -2.24211 -0.04
C -2.37915 -5.43378 -3.64762 -0.45
O -1.80113 -3.37290 -1.16970 -0.20
C 2.34698 3.32150 4.72975 0.65
C -3.35029 4.29155 3.59863 -0.80
O 1.08124 -3.02243 2.65615 -1.03
C -3.57028 -0.20260 -1.29241 -1.21
H 2.10289 4.44061 1.53262 0.18
C -4.17384 -1.81899 2.06656 -0.92
H 3.76228 4.21133 -0.46423 0.49
N 5.84140 -0.96461 4.56905 -0.63
H -1.05713 -7.78081 -6.63931 0.35
H 3.18927 -1.28626 -2.31713 0.62
C -2.18633 -0.36160 -1.39266 0.60
H -2.36329 2.57755 4.40865 0.29
H -0.52112 2.13433 -3.86155 0.22
H 1.23512 -1.55308 -3.93470 0.48
C 1.61272 2.07981 -3.69357 0.54
C -2.53198 -5.48264 -6.04578 -0.63
H 4.39943 0.19577 -0.72535 0.51
H -4.10144 6.04643 2.61068 0.37
C -0.50119 1.22857 5.82246 -0.02
C -1.09173 3.62894 3.03693 0.49
H 3.84413 3.96049 6.13346 0.35
H -5.24871 -1.94619 2.07435 0.39
H -1.91085 -5.77365 -2.73304 0.42
C -0.63967 -1.88860 -4.96711 -1.53
C 1.90056 2.09619 6.90674 -0.90
```

Results
charge = -1
DFT total energy = -220582.403 eV
2S+1 = 1
HOMO-LUMO gap = 6.8030 eV

Record 3
This record from the OMol25 dataset describes an isolated ion of composition C5H7N4O3 and charge +1. The level of theory is wB97M-V/def2-TZVPD.

```
19
Properties=species:S:1:pos:R:3:mulliken_charge:R:1
H -0.12210 -1.57643 -1.15434 0.37
C 1.25475 -0.18257 0.10472 0.78
H 0.41926 2.35620 -1.79944 0.52
N 0.10344 -1.06040 2.14101 -0.03
C 0.18927 -0.61948 -0.78395 -0.98
C -1.22865 -1.12311 1.71055 0.51
H -3.37283 -0.78983 1.15122 0.40
H 2.01644 1.66351 0.41134 0.32
N -1.63395 0.03583 1.00266 -0.15
O 1.78817 0.49155 2.29551 -0.50
N -0.12496 0.34687 -1.64880 0.13
C 1.00817 -0.18718 1.71474 0.20
H 2.15400 -0.79932 0.00021 0.36
H -0.73148 0.13341 -2.38078 0.21
H 0.35438 -1.74255 2.85394 0.28
O -2.88282 -0.05095 0.55974 -0.31
O -1.94259 -2.04075 1.99720 -0.56
N 1.39276 1.18709 -0.27920 -0.23
C 0.55762 1.47330 -1.35114 -0.30
```

Results
charge = +1
DFT total energy = -17390.516 eV
2S+1 = 1
HOMO-LUMO gap (alpha / beta) = 8.5360 / 6.7041 eV
SMILES = O=C(N/C([O-])=N/O)[C@H]1C=[NH+]C=[NH+]1

Record 4
This record from the OMol25 dataset describes a 4-piece molecular cluster, C9H24IO3 overall. The level of theory is wB97M-V/def2-TZVPD.

```
37
Properties=species:S:1:pos:R:3:mulliken_charge:R:1
H 0.32791 -0.58078 -5.75605 0.36
H 1.91342 0.22372 0.39936 0.11
H -3.26309 -1.40160 5.03335 0.33
O -1.49618 -1.05507 3.07236 -0.51
H 2.31275 1.46561 -4.67975 0.30
H 0.17473 1.37641 1.14196 0.29
H -2.80325 -3.97415 3.93658 0.35
H 1.06677 1.65989 2.63654 0.28
C -2.03556 -3.21091 3.79017 -1.31
H 0.98887 2.01028 -0.96446 0.15
C 2.13333 2.12841 0.77291 0.24
C -3.66617 -1.45802 4.02179 -1.30
H 1.46984 3.65118 -0.58745 0.39
H 1.20470 2.39021 -3.69177 0.26
H -0.10146 -1.58535 -4.47751 0.34
C 0.85792 2.06118 1.64569 -1.13
C 0.69183 -0.89847 -4.77681 -1.37
H -4.59951 -2.00905 3.91298 0.36
H 0.64312 1.96089 -5.26209 0.41
H 2.80305 2.82645 1.27744 0.31
H -1.55687 -2.97712 4.74156 0.33
C 0.75125 0.29202 -3.80736 0.69
H -3.89126 -0.41316 3.80058 0.33
H -3.01087 -2.31292 2.16835 0.21
O 1.73366 0.04237 -2.75764 -0.40
H 2.62374 2.47699 -1.34285 0.30
C 1.25788 1.59691 -4.43841 -1.30
H -0.23702 0.50803 -3.39904 0.26
H 1.59793 -1.48553 -4.92033 0.30
O 2.64392 0.78312 0.69207 -0.49
C -2.54109 -1.99583 3.10125 0.56
C 1.82462 2.61955 -0.61652 -0.95
H -0.78267 -1.44850 2.55811 0.17
H 0.44926 3.07255 1.66463 0.37
H 1.38227 -0.61230 -2.14185 0.01
I 0.44138 -1.87158 -0.03799 -0.64
H -1.30915 -3.85542 3.29018 0.38
```

Results
charge = -1
DFT total energy = -23967.924 eV
2S+1 = 1
HOMO-LUMO gap = 7.7243 eV

Record 5
This record from the OMol25 dataset describes C25H46NdP2 as an isolated structure. The level of theory is wB97M-V/def2-TZVPD.

```
74
Properties=species:S:1:pos:R:3:mulliken_charge:R:1
Nd -0.05954 -0.30744 -0.26416 0.25
C 0.56693 1.83995 2.75342 -1.61
C 7.31187 -1.42572 -1.21953 -0.29
H 3.03986 -1.09412 2.28947 0.37
H 8.78075 -0.27860 -2.35607 0.36
H 7.87722 -1.50709 -3.23637 0.41
H -0.49291 -1.46716 4.06578 0.38
H 0.11191 2.36837 3.60097 0.30
H -1.65267 -1.57208 -2.21468 0.41
P 2.47112 -0.92083 -0.02939 0.65
H -3.25360 -0.49344 -1.00512 0.32
C 2.20122 0.38555 -2.58839 -0.98
H 1.05152 -0.87052 3.46426 0.28
H 1.69849 -0.43640 -3.13590 0.33
H 0.14995 -1.88370 -2.61926 0.49
H 1.90373 -2.99701 -1.20716 0.36
C 6.39997 1.42079 -2.06496 -0.54
H -0.83659 0.77096 -3.49378 0.32
H 9.09889 1.08022 -1.13710 0.34
H 0.74972 3.74634 -1.13930 0.37
H 3.81681 0.67775 -1.12342 -0.01
H 9.10504 -0.06696 1.05505 0.36
H -0.67117 3.50124 0.81748 0.29
H 7.15636 0.70393 -3.94038 0.40
H 7.51803 0.56496 1.44256 0.28
H 1.80325 -3.19249 0.59053 0.36
H 5.50949 1.96940 -2.36751 0.53
H 3.46143 -2.98698 -0.19055 0.48
C 3.20039 -0.14661 -1.52440 -0.41
H 2.70327 1.06474 -3.28999 0.62
C -3.27706 0.39322 -0.34996 -1.27
H 6.82705 -2.38388 -1.40429 0.42
H 1.39589 1.25504 3.15941 0.36
H -4.27526 0.40681 0.09794 0.39
C -1.82959 -0.77759 1.47235 0.28
C -2.28552 0.39901 0.75058 0.35
H 0.19317 2.23765 -3.98402 0.47
H 7.08773 -1.69984 0.85230 0.52
H 4.45012 -0.73197 1.11669 0.21
C 6.77419 0.30339 -2.98516 -0.38
C 7.44808 -1.02610 0.07853 -0.55
H -0.68200 -2.82859 -1.24288 0.39
H 3.82921 -0.94516 -1.94082 0.49
P 0.89410 1.49384 -1.93176 0.75
C 7.78728 -0.73209 -2.45590 -0.97
H -2.37268 3.38610 1.23987 0.38
C 1.59591 3.05474 -1.35772 -1.19
H 0.29586 -2.27509 2.72333 0.29
H 6.66663 2.73921 -0.44730 0.37
C 0.08799 -1.28773 3.15329 -1.40
H 2.17982 2.87226 -0.42666 0.22
H -1.84581 3.00218 -0.38686 0.28
H -3.18425 -2.34065 1.73160 0.37
H 1.02160 2.61252 2.12246 0.34
C -0.39970 1.74780 -3.18612 -1.22
H -3.21244 1.25970 -1.02264 0.27
C -0.45012 1.01273 2.05784 0.33
C 7.07477 1.87504 -0.97201 -0.28
C 2.38620 -2.73723 -0.24163 -1.32
H 5.83977 -0.22252 -3.24354 0.15
C 8.35089 1.35760 -0.38534 -0.94
H -1.19775 2.39731 -2.76000 0.32
C 3.41600 -0.48425 1.43716 -0.90
C 8.13176 0.19579 0.60469 -0.56
H -2.47807 -2.39400 0.12581 0.34
H -1.53788 -2.93384 1.50339 0.31
H 8.78774 2.18577 0.19815 0.39
H 2.22557 3.36334 -2.21662 0.46
C -2.25529 -2.16546 1.18225 -1.26
C -0.66222 -1.92169 -1.87607 -1.77
C -1.42778 1.49962 1.12248 0.56
C -0.69170 -0.38996 2.27107 0.66
C -1.57267 2.90081 0.66791 -1.38
H 3.26070 0.59927 1.64444 0.27
```

Results
charge = +1
DFT total energy = -60516.678 eV
2S+1 = 4
HOMO-LUMO gap (alpha / beta) = 7.2849 / 7.4487 eV

Record 6
This record from the OMol25 dataset describes an isolated ion of composition C31H21Cl3F2P and charge +1. The level of theory is wB97M-V/def2-TZVPD.

```
58
Properties=species:S:1:pos:R:3:mulliken_charge:R:1
C -1.32027 -2.46902 -0.40998 -0.53
H -4.31075 2.54307 -3.67070 0.46
C 0.99778 -2.77654 0.27018 -0.52
C 2.48330 0.20342 -1.68749 -0.15
C 2.48133 2.53540 -3.11512 0.08
C 1.35385 0.09324 1.65491 -0.06
H 1.90562 -4.63163 -0.35822 0.45
H -1.23753 2.91652 -0.67847 0.64
F 2.47097 3.70188 -3.84184 -0.32
Cl -0.12220 -5.98898 -1.83551 -0.18
H -0.00830 -0.59934 -1.73375 0.64
H 2.18027 -0.96888 4.80370 0.45
C -1.33258 0.99396 -1.70213 0.15
C -3.22084 0.72089 -3.20608 -0.76
C 1.30948 0.97690 -1.72897 0.00
H 1.89270 -2.42227 0.78580 0.46
C -3.01192 -0.86290 3.27957 -1.03
C -2.71266 2.86516 -2.26532 0.05
C -2.54444 1.51571 3.29737 -0.89
C -2.14355 0.17966 -2.50799 -0.68
C 3.60881 0.79023 2.25766 -0.88
C -3.17564 0.39674 3.85850 0.28
C 1.23654 -0.52022 2.91771 -0.65
H -1.90119 -0.87953 -2.63155 0.37
C -1.32353 -3.72353 -1.01933 -1.10
H -1.23979 2.24628 1.73511 0.31
H -2.24566 -1.88769 -0.39272 0.82
C -2.19201 -1.00675 2.16210 -0.17
C 3.63501 0.58883 -2.37760 -0.83
C -1.49790 0.09098 1.60984 0.52
C -1.71055 2.31773 -1.45382 -0.07
C -1.72582 1.36891 2.17012 -0.48
C 3.65133 1.78475 -3.09843 -0.67
H 0.31141 -1.02676 3.19210 0.41
H 4.51721 -0.05788 -2.36599 0.44
H 4.54268 2.12272 -3.62525 0.48
H 2.50518 -0.71610 -1.09921 0.45
H 4.55701 1.25085 1.99024 0.45
H -2.08932 -2.00754 1.75032 0.38
C -0.01162 0.36823 -1.20341 1.13
H -2.67230 2.48688 3.76388 0.43
C 1.00019 -4.03118 -0.35254 -0.94
P -0.04841 -0.17006 0.51079 2.24
C -3.49845 2.08872 -3.11470 -0.64
C -0.14938 -1.97452 0.20651 0.09
Cl 4.83004 0.02539 4.54506 -0.17
H 2.57861 1.46013 0.49463 0.55
C -0.15323 -4.49209 -0.99969 0.12
H 0.47897 2.86315 -2.37791 0.58
C 2.28575 -0.49640 3.83635 -0.87
Cl -4.16158 0.55571 5.25009 -0.17
F -2.86199 4.23423 -2.27811 -0.31
H -2.20721 -4.07643 -1.54844 0.44
H -3.49659 -1.73005 3.71649 0.44
C 2.51569 0.84496 1.38904 -0.26
C 1.33129 2.19470 -2.40466 -0.66
C 3.48942 0.12292 3.48083 0.25
H -3.82325 0.06744 -3.84393 0.42
```

Results
charge = +1
DFT total energy = -84772.635 eV
2S+1 = 1
HOMO-LUMO gap = 8.8801 eV